ORCA calculation (the ωB97M-V functional and the def2-TZVPD basis) on a single C5H6N2O molecule at a distorted geometry.

## Properties
SMILES string: CC(=O)n1ccnc1
Energy above the lowest of the compared OMol25 structures with the same formula, charge and spin, kcal per mole: 36.2
Kohn-Sham gap, eV: 9.63

Last column: natural (NBO) charge in e.
Atoms and positions in Å:
1 C 1.989 0.840 0.201  -0.7087
2 C 1.187 -0.454 -0.096  0.7161
3 C -1.099 -1.251 0.237  -0.0595
4 C -2.361 -0.675 -0.002  -0.1036
5 C -0.993 0.859 -0.314  0.2119
6 H 1.991 1.544 -0.654  0.2493
7 H 3.146 0.699 0.356  0.2422
8 H 1.584 1.054 1.053  0.2135
9 H -0.705 -2.093 0.621  0.2182
10 H -3.370 -1.105 0.002  0.2174
11 H -0.514 1.617 -0.617  0.1634
12 N -0.170 -0.266 0.095  -0.4458
13 N -2.262 0.686 -0.306  -0.4036
14 O 1.577 -1.455 -0.575  -0.5109

=====

ORCA calculation (the ωB97M-V functional and the def2-TZVPD basis) on a single C5H6N2O molecule at a distorted geometry.

## Properties
SMILES string: C1=C2CCN=C2ON1
Energy above the lowest of the compared OMol25 structures with the same formula, charge and spin, kcal per mole: 148.6
Kohn-Sham gap, eV: 8.27

Last column: natural (NBO) charge in e.
Atoms and positions in Å:
1 C 2.079 -0.092 -0.167  -0.2758
2 C 1.385 1.163 0.299  -0.4641
3 C -0.099 0.745 0.116  -0.1132
4 C -1.287 1.251 -0.229  -0.0882
5 C -0.020 -0.700 0.218  0.4317
6 H 2.944 0.063 -0.850  0.2249
7 H 2.829 -0.824 0.589  0.2023
8 H 1.584 1.269 1.374  0.2407
9 H 1.650 2.119 -0.331  0.2332
10 H -1.882 2.229 -0.696  0.2783
11 H -2.616 0.111 0.839  0.3562
12 N -2.133 0.004 -0.228  -0.2899
13 N 1.160 -1.266 -0.374  -0.3821
14 O -1.256 -1.291 0.233  -0.3541